Density functional theory data (the ωB97M-V functional and the def2-TZVPD basis) for 3 unconnected molecules or ions with the total composition H3N3O3 in a non-equilibrium geometry.

Each line ends with the Löwdin charge.
Element x y z (Å)
N  -2.56  -0.78  -1.43  0.152
N  -1.59  -0.09  -1.27  -0.009
N  -3.39  0.08  0.18  -0.341
O  -2.90  1.17  0.28  0.016
O  -0.32  0.36  0.90  -0.113
O  -4.21  -0.54  0.76  0.089
H  0.46  0.98  0.98  0.072
H  -0.86  -0.25  -2.08  0.149
H  -1.15  0.88  0.92  -0.015

Output
DFT total energy, hartree: -391.58540
Strongest force on any atom, eV/Å: 4.1
HOMO (spin up / spin down), eV: -9.246 / -9.247

Density functional theory data (the ωB97M-V functional and the def2-TZVPD basis) for a molecular structure, CH3NO3 in a non-equilibrium geometry.

Each line ends with the Löwdin charge.
Element x y z (Å)
C  0.30  -0.59  -0.04  -0.376
N  -1.31  -0.91  -0.87  0.076
O  1.25  -1.25  0.04  0.167
O  1.17  0.93  1.50  -0.004
O  0.09  0.64  0.61  -0.076
H  -1.83  0.05  -0.68  0.076
H  -1.03  -0.76  -1.81  -0.005
H  1.37  1.89  1.25  0.141

Output
DFT total energy, hartree: -320.23554
Strongest force on any atom, eV/Å: 5.1
HOMO, eV: -10.784

Density functional theory data (the ωB97M-V functional and the def2-TZVPD basis) for 9 unconnected molecules or ions with the total composition C51H61F14NO29PSSi in a non-equilibrium geometry.

Each line ends with the Löwdin charge.
Element x y z (Å)
C  2.24  -8.60  5.50  -0.229
Si  1.69  -7.62  3.89  0.507
C  1.44  -8.97  2.53  -0.220
C  0.10  -6.65  4.37  -0.260
C  -0.40  -5.53  3.28  -0.133
C  -1.69  -6.05  2.36  -0.245
F  -2.98  -6.00  3.08  0.023
F  -1.47  -7.51  2.04  -0.033
C  -1.61  -5.24  0.95  0.118
C  -2.63  -4.10  0.39  0.086
C  -3.93  -3.63  1.26  -0.243
O  -5.15  -4.05  0.87  0.034
O  -3.84  -2.81  2.48  -0.060
C  -4.59  -1.55  2.31  -0.099
C  -3.46  -0.33  2.41  -0.158
O  -2.69  -0.60  3.66  -0.074
C  -4.15  1.16  2.56  -0.155
F  -5.06  1.28  3.74  0.031
F  -4.82  1.50  1.27  0.003
F  -3.00  2.12  2.80  0.000
C  -2.43  -3.34  -1.09  -0.162
P  -3.65  -2.03  -1.77  0.343
S  -2.78  -0.30  -1.88  0.145
C  -1.06  -3.82  -1.93  0.034
F  -0.86  -3.10  -3.24  -0.015
N  -0.10  -4.85  -1.38  0.025
C  1.14  -5.15  -2.25  -0.074
C  2.50  -4.45  -1.66  -0.155
O  2.92  -3.23  -2.36  -0.161
C  2.94  -2.06  -1.47  -0.066
C  4.14  -2.08  -0.34  -0.158
F  5.17  -3.12  -0.59  0.024
F  3.53  -2.41  0.99  -0.010
C  4.87  -0.60  -0.38  -0.089
F  3.90  0.54  -0.41  0.022
F  5.71  -0.60  -1.64  0.023
C  5.88  -0.32  0.89  -0.119
F  6.27  -1.53  1.65  0.019
F  7.15  0.26  0.32  0.017
C  5.31  0.79  1.97  -0.042
F  6.29  0.83  3.11  -0.024
F  4.01  0.37  2.59  -0.036
C  -0.29  -5.57  -0.03  0.017
O  0.77  -6.54  0.33  -0.003
C  3.18  -6.48  3.36  -0.215
C  4.11  -6.86  2.03  -0.082
C  5.42  -5.96  1.56  -0.061
C  5.90  -4.60  2.41  -0.049
C  4.97  -4.21  3.73  -0.042
C  3.65  -5.12  4.20  -0.047
H  1.31  -9.20  5.94  0.063
H  2.63  -7.77  6.27  0.053
H  3.13  -9.30  5.20  0.052
H  2.03  -9.95  2.87  0.067
H  0.32  -9.31  2.38  0.048
H  1.86  -8.65  1.46  0.027
H  -0.79  -7.39  4.59  0.108
H  0.31  -6.09  5.41  0.106
H  0.49  -5.12  2.62  0.112
H  -0.79  -4.59  3.90  0.145
H  -5.45  -1.45  3.11  0.149
H  -5.04  -1.47  1.22  0.126
H  -2.78  -0.41  1.44  0.160
H  -3.41  -0.95  4.30  0.065
H  -4.86  -1.89  -0.95  0.003
H  -4.08  -2.38  -3.13  0.014
H  0.97  -4.88  -3.38  0.164
H  1.28  -6.33  -2.23  0.157
H  3.38  -5.25  -1.57  0.161
H  2.25  -4.13  -0.54  0.128
H  1.90  -1.98  -0.91  0.163
H  3.01  -1.10  -2.18  0.168
H  5.20  1.86  1.48  0.195
H  1.66  -6.08  0.45  0.113
H  3.87  -7.80  1.37  0.067
H  6.09  -6.22  0.63  0.087
H  6.83  -4.00  2.04  0.087
H  5.25  -3.27  4.38  0.088
H  3.06  -4.78  5.15  0.083
C  4.23  1.75  -3.44  -0.136
C  5.06  2.79  -4.12  -0.112
O  4.59  2.75  -5.46  0.019
C  3.33  2.23  -5.43  -0.511
O  2.57  2.21  -6.38  0.130
O  3.03  1.74  -4.19  0.064
H  4.04  1.99  -2.39  0.128
H  4.69  0.75  -3.50  0.121
H  4.88  3.80  -3.72  0.124
H  6.13  2.57  -4.08  0.104
C  10.87  2.85  -4.63  -0.133
C  10.00  3.70  -5.49  -0.130
O  8.70  3.38  -5.06  0.055
C  8.80  2.89  -3.79  -0.496
O  7.86  2.67  -3.05  0.114
O  10.11  2.69  -3.45  0.071
H  11.84  3.32  -4.41  0.140
H  11.05  1.86  -5.07  0.138
H  10.17  4.77  -5.32  0.141
H  10.13  3.49  -6.55  0.140
C  -3.65  4.88  0.84  -0.139
C  -5.10  5.04  1.16  -0.143
O  -5.50  6.12  0.34  0.049
C  -4.62  6.17  -0.70  -0.514
O  -4.76  6.87  -1.69  0.135
O  -3.56  5.34  -0.50  0.069
H  -3.31  3.84  0.92  0.116
H  -3.01  5.51  1.47  0.140
H  -5.68  4.15  0.89  0.122
H  -5.27  5.27  2.22  0.142
C  -5.11  -2.00  8.43  -0.129
C  -4.14  -0.87  8.39  -0.127
O  -3.79  -0.77  7.02  0.081
C  -4.83  -1.31  6.32  -0.453
O  -4.94  -1.25  5.11  0.100
O  -5.71  -1.95  7.14  0.087
H  -5.86  -1.88  9.21  0.144
H  -4.62  -2.97  8.55  0.140
H  -4.58  0.08  8.71  0.142
H  -3.25  -1.06  9.00  0.143
C  6.02  1.63  -9.15  -0.130
C  6.19  2.09  -7.74  -0.142
O  7.39  2.85  -7.78  0.050
C  7.55  3.26  -9.07  -0.513
O  8.39  4.07  -9.44  0.128
O  6.65  2.65  -9.90  0.070
H  4.97  1.53  -9.43  0.141
H  6.53  0.68  -9.34  0.135
H  5.38  2.75  -7.41  0.122
H  6.28  1.26  -7.04  0.141
C  4.47  7.02  -4.14  -0.133
C  4.67  8.21  -3.25  -0.136
O  4.09  7.80  -2.03  0.070
C  4.12  6.44  -2.01  -0.510
O  3.86  5.75  -1.03  0.130
O  4.48  5.93  -3.22  0.031
H  5.27  6.91  -4.87  0.141
H  3.51  7.03  -4.66  0.141
H  5.72  8.44  -3.09  0.138
H  4.16  9.10  -3.64  0.141
C  -8.85  4.85  0.23  -0.138
C  -10.09  4.51  -0.53  -0.130
O  -9.95  3.12  -0.77  0.068
C  -9.11  2.63  0.20  -0.516
O  -8.91  1.45  0.40  0.123
O  -8.54  3.65  0.91  0.049
H  -9.01  5.67  0.94  0.141
H  -8.02  5.12  -0.43  0.131
H  -11.00  4.68  0.06  0.125
H  -10.17  5.05  -1.47  0.146
C  -13.22  6.43  2.07  -0.148
C  -14.66  6.82  2.17  -0.140
O  -14.80  7.80  1.16  0.068
C  -13.81  7.57  0.24  -0.513
O  -13.74  8.12  -0.84  0.140
O  -12.92  6.65  0.70  0.044
H  -13.05  5.38  2.34  0.136
H  -12.57  7.06  2.68  0.136
H  -15.33  5.99  1.96  0.138
H  -14.90  7.24  3.15  0.139

Output
DFT total energy, hartree: -6642.66807
Net charge: +1
Strongest force on any atom, eV/Å: 9.1
HOMO, eV: -10.746